# 1
The following is a DFT calculation (the ωB97M-V functional and the def2-TZVPD basis) of 17 unconnected molecules or ions with the total composition C17H68O17.

```
102
Properties=species:S:1:pos:R:3:mulliken_charge:R:1
C 3.38650 3.67712 -1.19514 -0.30
O 4.10419 3.23852 -2.28273 -0.53
H 3.78139 3.27508 -0.26212 0.19
H 3.44407 4.76553 -1.20657 0.36
H 2.34427 3.36281 -1.25062 -0.07
H 3.96934 2.28923 -2.23533 0.37
C 5.95782 0.68282 -0.22155 -0.60
O 5.35361 0.86958 1.02006 -0.46
H 6.33636 1.64782 -0.55858 0.23
H 6.72874 -0.08175 -0.12557 0.38
H 5.25288 0.31725 -0.96822 0.10
H 5.84256 0.31534 1.63271 0.29
C -3.58480 -0.51555 1.72857 0.56
O -4.31098 -0.97001 2.83666 -0.58
H -2.85487 0.21256 2.08234 -0.17
H -2.98930 -1.29886 1.25963 -0.32
H -4.28661 -0.02785 1.05203 0.37
H -4.78648 -1.75091 2.54390 0.31
C -0.22494 -6.48816 -1.98990 -0.58
O 0.62398 -6.07435 -0.96173 -0.54
H -0.30909 -5.65231 -2.68442 0.20
H 0.27106 -7.37315 -2.38848 0.27
H -1.17760 -6.91517 -1.67653 0.27
H 0.21941 -5.41387 -0.39454 0.43
C -1.31400 -2.32132 -4.80541 -0.13
O -2.35200 -1.29873 -4.62996 -0.58
H -0.54421 -1.95047 -5.48216 0.31
H -0.90202 -2.59428 -3.83388 -0.23
H -1.71034 -3.21634 -5.28494 0.29
H -3.04998 -1.54150 -4.01720 0.42
C -0.01865 5.12130 -0.05102 -0.61
O -1.02939 4.70568 -0.92757 -0.59
H -0.50057 5.43268 0.87575 0.32
H 0.79521 4.40879 0.08336 0.18
H 0.35328 6.05297 -0.47736 0.28
H -1.68780 5.40418 -0.91367 0.24
C -1.61275 -3.96132 0.57231 -0.07
O -0.28664 -4.21465 0.85464 -0.56
H -1.73986 -2.87876 0.57136 -0.43
H -1.89592 -4.20261 -0.45224 0.21
H -2.22585 -4.53711 1.26562 0.34
H -0.06830 -3.80641 1.69564 0.29
C -2.74058 2.50298 -2.60783 -0.82
O -1.74207 2.39338 -1.65579 -0.39
H -2.50760 3.29772 -3.31650 0.29
H -2.84885 1.56577 -3.15373 0.18
H -3.69343 2.79411 -2.16576 0.29
H -1.42245 3.27393 -1.44589 0.42
C -3.35491 -2.14992 -1.82135 -0.38
O -4.29550 -2.26897 -2.86638 -0.63
H -2.99697 -1.12080 -1.85114 0.22
H -3.89281 -2.32905 -0.89040 0.37
H -2.61869 -2.91687 -2.06192 0.05
H -4.85719 -1.50715 -2.70594 0.34
C 1.53803 1.27601 -3.34681 -0.65
O 2.80568 0.90099 -2.78621 -0.46
H 1.34234 0.76867 -4.29149 0.34
H 0.63647 1.20504 -2.73835 0.17
H 1.60955 2.33018 -3.61461 0.35
H 2.62385 0.02007 -2.45075 0.32
C 1.57133 -3.17894 -1.57304 -0.12
O 2.16436 -1.86750 -1.60511 -0.46
H 2.11234 -3.89358 -2.19328 0.28
H 1.59176 -3.54484 -0.54649 0.15
H 0.51828 -3.14739 -1.85269 -0.12
H 2.50383 -1.67251 -0.72857 0.30
C -0.69290 2.88275 3.17809 -0.61
O -0.13154 1.54620 3.05060 -0.50
H -0.71427 3.48514 2.26993 0.09
H -1.67555 2.88656 3.64976 0.24
H -0.09437 3.46483 3.87883 0.41
H -0.47412 1.20453 2.22144 0.21
C -0.57270 -1.78678 3.83026 -0.37
O -0.11920 -3.02990 3.35654 -0.49
H -0.97140 -1.18091 3.01658 -0.04
H -1.40491 -2.06283 4.47781 0.40
H 0.21345 -1.28560 4.39496 0.28
H 0.19866 -3.53384 4.10928 0.22
C 3.36969 2.06314 3.76701 -0.37
O 2.33097 1.27304 4.33472 -0.50
H 3.12616 3.12029 3.87310 0.28
H 4.36683 1.84143 4.14738 0.27
H 3.43832 1.78699 2.71481 0.02
H 1.53653 1.31366 3.79731 0.34
C 2.68463 -1.47148 2.10078 -0.39
O 3.27086 -1.06981 0.86003 -0.54
H 3.50499 -1.78234 2.74770 0.47
H 2.05660 -0.72192 2.58227 0.02
H 2.05984 -2.35281 1.95585 0.16
H 3.90476 -0.37751 1.06123 0.25
C -3.88683 3.76496 1.70910 -0.08
O -5.12964 4.44589 1.68509 -0.57
H -3.57924 3.57208 2.73685 0.27
H -4.09453 2.77973 1.29162 0.09
H -3.09466 4.19964 1.09949 0.01
H -5.04299 5.24645 2.20778 0.31
C -0.09329 -0.25611 -0.06578 -0.24
O -0.90303 0.83091 0.37934 0.19
H 0.82298 0.24173 -0.38314 0.31
H 0.23169 -0.94779 0.71143 -0.17
H -0.57570 -0.80797 -0.87253 0.16
H -1.21455 1.29253 -0.40263 0.02
```

Spin multiplicity: 1
Energy above the lowest of the compared OMol25 structures with the same formula, charge and spin, kcal per mole: 29.6
Largest force on an atom, Eh/bohr: 0.0369
Electronic energy, eV: -53531.8555
HOMO level, eV: -9.7

=====

# 2
The following is a DFT calculation (the ωB97M-V functional and the def2-TZVPD basis) of 18 unconnected molecules or ions with the total composition C17H70O18.

```
105
Properties=species:S:1:pos:R:3:mulliken_charge:R:1
C 2.78129 4.84035 1.24046 -0.50
O 2.07387 3.83101 1.91143 -0.56
H 2.32048 5.79821 1.37868 0.28
H 3.82791 4.92658 1.49835 0.35
H 2.82529 4.60954 0.12075 -0.03
H 2.55718 2.98051 1.69834 0.48
C -1.14857 -6.31532 0.17671 -0.53
O -0.58673 -5.90398 1.38503 -0.50
H -1.35087 -5.52607 -0.56535 0.12
H -0.53337 -6.99404 -0.38405 0.31
H -2.08185 -6.78783 0.44133 0.30
H -0.33317 -6.72357 1.88231 0.26
C -3.60771 0.08040 4.05523 -0.51
O -3.51057 0.01450 2.63052 -0.53
H -3.36688 -0.89350 4.46953 0.16
H -2.80420 0.68243 4.43188 0.10
H -4.57024 0.46334 4.27426 0.34
H -2.59784 0.02437 2.30403 0.22
C -2.92432 -2.95479 -1.24243 -0.05
O -2.03923 -3.66576 -2.12776 -0.61
H -2.47929 -1.99187 -1.22197 -0.35
H -3.92786 -3.02938 -1.71229 0.28
H -2.93590 -3.39112 -0.28127 0.29
H -1.42464 -3.00313 -2.53616 0.30
C -0.42427 1.54098 -5.54097 -0.91
O 0.36609 0.98050 -4.51940 -0.44
H 0.14419 2.21733 -6.18981 0.33
H -0.75602 0.70394 -6.17447 0.33
H -1.33772 2.14151 -5.24504 0.29
H 0.21376 1.49970 -3.69891 0.33
C -3.04555 1.15250 -1.81226 -0.11
O -3.96278 1.90662 -1.01975 -0.63
H -1.99351 1.25193 -1.49413 -0.10
H -3.25347 0.12742 -1.66895 0.10
H -3.10220 1.46259 -2.83093 0.28
H -4.64772 1.30452 -0.69140 0.39
C 0.50960 -2.60434 -0.17592 -0.78
O 0.36308 -1.28245 -0.77656 0.34
H 1.18636 -2.51363 0.70073 0.19
H -0.37654 -2.98665 0.24615 0.04
H 1.06267 -3.24807 -0.86726 0.42
H 0.56704 -1.37139 -1.68899 -0.24
C 0.11231 1.82234 4.14670 -0.57
O -0.15095 0.47430 3.82319 -0.34
H 0.70435 2.46920 3.44591 0.06
H -0.85886 2.33140 4.26067 0.20
H 0.61103 1.74868 5.08742 0.39
H -0.29851 0.34515 2.87561 0.32
C 0.97198 -2.41078 -4.51257 -0.58
O -0.06741 -1.78426 -3.72279 -0.35
H 1.05293 -3.41751 -4.04183 0.25
H 0.69067 -2.40665 -5.52508 0.32
H 1.93919 -1.89281 -4.31863 0.17
H -0.08857 -0.88360 -4.04421 0.23
C -0.75526 -3.13205 2.88757 -0.09
C -1.32304 -3.17133 4.31765 -0.64
O -2.59701 -3.85719 4.28851 -0.56
H 0.20224 -2.63863 2.78670 0.22
H -1.48691 -2.61628 2.27569 0.07
H -0.63194 -4.23132 2.58620 0.03
H -1.38689 -2.23330 4.82351 0.27
H -0.66007 -3.74193 5.00091 0.45
H -2.57521 -4.47490 5.06985 0.32
C 3.82654 -0.69225 1.85828 -0.64
C 4.35240 0.66739 1.61319 -0.42
O 3.26229 1.54576 1.12977 -0.39
H 2.93241 -0.44424 2.42343 0.06
H 4.55309 -1.30259 2.36393 0.43
H 3.63982 -1.16334 0.90604 0.07
H 5.19921 0.60422 0.84581 0.27
H 4.81209 1.10575 2.48987 0.38
H 3.26799 1.43825 0.12116 0.40
C 1.70923 4.78729 -2.90031 -1.17
C 0.59974 3.76010 -3.16083 -0.39
O 0.63632 2.56026 -2.29844 0.07
H 1.88080 4.89750 -1.84124 0.09
H 1.43337 5.72432 -3.36032 0.40
H 2.56906 4.33950 -3.36963 0.36
H 0.79843 3.36641 -4.14043 0.30
H -0.42113 4.15529 -3.08373 0.39
H 0.44034 2.90071 -1.39978 -0.09
C 4.02101 0.87140 -3.57916 -1.16
C 3.21344 0.07277 -2.63267 0.27
O 2.83792 0.90240 -1.54512 -0.41
H 4.63482 1.44478 -2.90790 0.27
H 3.28035 1.52956 -4.10064 0.09
H 4.57325 0.27274 -4.27185 0.44
H 3.73187 -0.73708 -2.22994 0.68
H 2.32534 -0.34294 -3.14123 -0.53
H 2.05091 1.47109 -1.84314 0.14
O -0.20532 3.12017 0.36727 -0.66
H 0.60602 3.34634 0.84617 0.29
H -0.98878 3.20536 0.95995 0.24
O -5.61743 0.39503 0.70706 -0.70
H -5.93547 -0.49541 0.61983 0.30
H -4.91500 0.31965 1.41689 0.44
O -2.77553 3.22432 1.19843 -0.64
H -3.47843 3.38840 1.81465 0.20
H -3.08936 2.68527 0.47243 0.34
O 1.25867 -1.47392 4.94826 -0.65
H 1.13976 -1.38833 5.90390 0.28
H 0.80970 -0.66956 4.56753 0.41
O -0.83328 0.25419 1.14126 0.85
H -0.59021 -0.42365 0.44343 -0.08
H -0.62612 1.12467 0.75712 -0.18
```

Spin multiplicity: 1
Largest force on an atom, Eh/bohr: 0.0601
Electronic energy, eV: -55615.6587
HOMO level, eV: -9.6